Entry 1:
29
Properties=species:S:1:pos:R:3 method="wB97M-V/def2-TZVPD" e_homo_ha=-0.2998 spin_multiplicity=1 e_above_lowest_ev=3.323
C -1.88742 1.53699 -0.36738
C -0.73956 2.22882 -0.32216
C -2.03244 0.17689 -0.03748
C 0.36284 0.50824 1.10764
C 0.71646 0.67540 2.39610
C 0.55454 1.50839 0.08277
C -0.43938 -0.66906 0.63902
C -0.65329 3.68779 -0.58915
C 1.53860 -2.10831 0.38641
C -0.51568 -2.58242 -1.05082
C 0.36445 -1.55896 -0.38200
P -3.38095 -0.79423 0.12762
H -2.86361 1.93345 -0.76697
H 0.74957 -0.08235 3.10248
H 1.36132 1.52669 2.71140
H 1.04249 1.14091 -0.79388
H 1.31307 2.19407 0.36037
H -0.76545 -1.21197 1.58874
H -0.42044 3.82766 -1.56247
H -0.05344 4.22915 0.18506
H -1.56040 4.09829 -0.31625
H 1.13022 -2.60489 1.24901
H 2.25051 -1.30557 0.76135
H 1.99263 -2.96093 -0.02464
H -1.12116 -3.32758 -0.33820
H 0.07189 -3.21050 -1.64938
H -1.36920 -2.18904 -1.77556
H 0.84976 -1.01243 -1.17236
H -3.01509 -2.04082 0.80961

---

Entry 2:
23
Properties=species:S:1:pos:R:3 method="wB97M-V/def2-TZVPD" e_homo_ha=-0.3424 spin_multiplicity=1 smiles=c1ccccc1.c1ccncc1 e_above_lowest_ev=3.663
C 2.40829 -1.20983 0.71871
C 2.34787 -0.07912 1.40464
C 2.12628 1.08428 0.74825
C 2.30258 1.27042 -0.53509
C 2.58295 0.15334 -1.41896
C 2.51850 -1.07396 -0.68977
H 2.65796 -2.07474 1.34727
H 2.39263 -0.13232 2.41654
H 1.87023 2.03314 1.32186
H 2.33581 2.26682 -0.98354
H 2.64767 0.25067 -2.46164
H 3.25532 -1.93112 -1.11095
C -1.46168 -0.20601 -0.19841
C -2.06063 1.06023 -0.16479
C -3.48935 1.16287 0.12726
N -4.36963 0.15217 0.15621
C -3.79822 -1.05398 -0.15809
C -2.44090 -1.24275 -0.04992
H -0.33298 -0.53564 -0.19546
H -1.43105 1.97140 -0.33883
H -3.79072 2.24989 0.50140
H -4.42799 -1.94550 -0.23092
H -1.84294 -2.17028 -0.20578

---

Entry 3:
12
Properties=species:S:1:pos:R:3 method="wB97M-V/def2-TZVPD" e_homo_ha=-0.5771 spin_multiplicity=1 total_charge=+1 e_above_lowest_ev=2.931
C -0.60589 0.75697 -1.24221
C -0.41974 -0.70957 1.37182
O -2.66835 -0.85156 -0.26446
P -1.36721 -0.31322 -0.01109
Cl 2.88217 0.42414 -0.20539
H -1.20267 1.65709 -1.36470
H -0.83300 0.27140 -2.22650
H 0.40764 0.85251 -1.04621
H -0.37177 0.21534 2.06729
H 0.67148 -0.81020 0.97247
H -0.57818 -1.62071 1.81174
H 4.08552 0.12779 0.13724

---

Entry 4:
31
Properties=species:S:1:pos:R:3 method="wB97M-V/def2-TZVPD" e_homo_ha=-0.4297 spin_multiplicity=1 total_charge=+1 e_above_lowest_ev=3.366
C 1.01616 1.83447 -0.33653
C 3.44117 -0.26930 0.94541
C 3.47641 -1.38359 -1.21650
C -1.52595 -0.91241 0.69627
C -2.70019 0.16308 0.93032
C -0.16038 -0.19811 0.94841
C -3.69894 0.36415 -0.16858
C 0.27584 0.58497 -0.25162
N -3.06444 1.22660 -1.19195
N 2.61497 -1.04857 -0.02428
O 1.98266 2.49611 -0.21921
O -0.29425 2.00043 -0.46275
F 0.12492 -0.20067 -1.40568
H 3.07787 0.71132 0.80289
H 3.18036 -0.74684 1.99432
H 4.54640 -0.38101 0.94282
H 3.85866 -0.51276 -1.83597
H 4.40050 -1.66430 -0.75685
H 3.07545 -2.07567 -1.92879
H -1.67895 -1.68212 1.34575
H -1.63799 -1.32070 -0.31580
H -3.19440 -0.15338 1.81512
H -2.23053 1.20972 1.18004
H 0.55517 -1.00111 1.12266
H -0.35148 0.42078 1.95158
H -4.76252 0.81623 0.14396
H -4.09401 -0.55158 -0.76250
H -2.16772 0.76693 -1.39618
H -2.72862 2.15138 -0.79408
H -3.69167 1.32615 -2.11645
H 2.35551 -1.97021 0.36419

---

no.,frontier orbital gap (eV)
1,8.1
2,10.1
3,9.6
4,8.2